Model 1:
# C2H4OS3

2 unconnected molecules or ions with the total composition C2H4OS3 (ωB97M-V with the def2-TZVPD basis set, OMol25).

Each line ends with the Mulliken charge.
CARTESIAN COORDINATES (ANGSTROEM)
C 0.785 0.100 0.705  0.074
C -0.480 -0.434 0.045  -0.790
O 3.381 2.999 2.303  -0.403
S 1.172 -0.165 2.241  -0.250
S 1.140 2.845 4.109  -0.144
S 2.637 2.113 3.177  0.437
H 1.493 0.642 -0.032  0.270
H -1.291 -0.618 0.950  0.254
H -0.162 -1.420 -0.422  0.258
H -0.842 0.288 -0.728  0.295

Frontier orbital gap: 7.56 eV
Lowest unoccupied orbital energy: -1.39 eV
Net charge: 0



Model 2:
# C2H4OS3

C2H4OS3 in the gas phase (ωB97M-V with the def2-TZVPD basis set, OMol25).

Each line ends with the Mulliken charge.
CARTESIAN COORDINATES (ANGSTROEM)
O -0.670 -0.582 1.344  -0.502
C -1.287 0.346 0.543  -0.288
S 0.050 1.306 -0.570  -0.075
C 1.032 -0.092 -0.954  -0.073
S 1.890 -0.386 -2.459  -0.119
S 2.851 0.100 -0.715  -0.133
H -0.615 -0.455 2.334  0.315
H -1.790 -0.283 -0.151  0.290
H -2.049 1.134 1.065  0.296
H 0.589 -1.087 -0.437  0.290

Frontier orbital gap: 8.34 eV
Lowest unoccupied orbital energy: 0.27 eV
Structure (SMILES): OCSC1SS1
Net charge: 0



Best to worst by energy: model 2, model 1.



Model 1:
# C3H5NS

A molecular structure, C3H5NS (ωB97M-V with the def2-TZVPD basis set, OMol25).

Each line ends with the Mulliken charge.
CARTESIAN COORDINATES (ANGSTROEM)
C 0.169 0.579 0.782  -0.002
C 0.073 -1.010 -1.209  -0.150
C -0.548 0.671 -0.497  -0.606
N -0.365 0.136 1.818  -0.603
S 1.629 -1.272 -1.351  -0.188
H 1.307 0.694 0.792  0.364
H -0.793 -1.583 -1.357  0.325
H -1.582 0.364 -0.556  0.281
H -0.308 1.598 -0.915  0.332
H 0.418 -0.175 2.493  0.247

Frontier orbital gap: 8.20 eV
Lowest unoccupied orbital energy: -0.53 eV
Net charge: 0



Model 2:
# C3H5NS

C3H5NS in the gas phase (ωB97M-V with the def2-TZVPD basis set, OMol25).

Each line ends with the Mulliken charge.
CARTESIAN COORDINATES (ANGSTROEM)
C 0.918 1.127 -0.034  -0.907
S 1.300 -0.623 -0.458  -0.071
C -0.259 -1.269 0.112  -0.397
C -1.371 -0.366 -0.226  0.195
N -2.325 0.237 -0.463  -0.393
H 1.838 1.602 0.163  0.330
H 0.319 1.655 -0.797  0.317
H 0.311 1.211 0.867  0.304
H -0.342 -1.372 1.204  0.283
H -0.388 -2.201 -0.367  0.338

Frontier orbital gap: 10.06 eV
Lowest unoccupied orbital energy: 0.70 eV
Structure (SMILES): CSCC#N
Net charge: 0



Model 3:
# C3H5NS

C3H5NS in the gas phase (ωB97M-V with the def2-TZVPD basis set, OMol25).

Each line ends with the Mulliken charge.
CARTESIAN COORDINATES (ANGSTROEM)
C 0.311 -1.464 -0.316  -0.757
S -1.184 -0.681 0.166  -0.103
C -0.765 1.059 0.561  -0.390
C 0.439 1.272 -0.317  0.192
N 1.248 1.629 -0.996  -0.376
H -0.030 -2.338 -0.785  0.314
H 0.706 -0.669 -1.110  0.297
H 1.054 -1.765 0.665  0.220
H -0.468 1.021 1.703  0.242
H -1.310 1.936 0.430  0.361

Frontier orbital gap: 9.78 eV
Lowest unoccupied orbital energy: 0.72 eV
Structure (SMILES): CSCC#N
Net charge: 0



Model 4:
# C3H5NS

C3H5NS in the gas phase (ωB97M-V with the def2-TZVPD basis set, OMol25).

Each line ends with the Mulliken charge.
CARTESIAN COORDINATES (ANGSTROEM)
C 0.977 -0.002 -0.039  0.238
C 0.398 -1.202 -0.118  -0.997
C -1.190 0.784 0.295  -0.470
N 0.015 0.993 -0.198  -0.001
S 2.674 0.055 0.000  -0.402
H -0.634 -1.342 -0.276  0.432
H 0.912 -2.099 0.170  0.211
H -2.119 1.080 -0.057  0.321
H -1.209 -0.106 1.004  0.371
H 0.174 1.840 -0.782  0.298

Frontier orbital gap (spin up / spin down): 5.94 / 5.34 eV
Lowest unoccupied orbital energy (spin up / spin down): -1.21 / -1.56 eV
Net charge: 0



Best to worst by energy: model 2, model 3, model 1, model 4.



Model 1:
# C3H6N4

C3H6N4 in the gas phase (ωB97M-V with the def2-TZVPD basis set, OMol25).

Each line ends with the Mulliken charge.
CARTESIAN COORDINATES (ANGSTROEM)
N -1.927 -1.516 -0.308  -0.546
N -1.291 -0.437 -1.003  -0.448
N -0.111 0.020 -0.349  0.827
C -0.048 1.123 0.517  -0.231
C 1.274 1.377 0.767  -0.678
C 2.012 0.438 -0.009  -0.119
N 1.181 -0.294 -0.703  -0.831
H -2.210 -1.281 0.703  0.256
H -1.302 -2.340 -0.289  0.245
H -1.361 -0.609 -2.036  0.295
H -0.848 1.447 1.186  0.316
H 1.623 1.883 1.554  0.419
H 3.008 0.188 -0.030  0.495

Frontier orbital gap: 10.46 eV
Lowest unoccupied orbital energy: 1.12 eV
Structure (SMILES): NNn1cccn1
Net charge: 0



Model 2:
# C3H6N4

C3H6N4 in the gas phase (ωB97M-V with the def2-TZVPD basis set, OMol25).

Each line ends with the Mulliken charge.
CARTESIAN COORDINATES (ANGSTROEM)
C 0.005 0.799 -1.211  -0.267
N 1.262 0.428 -1.742  -0.526
N -0.129 -1.097 1.914  -0.435
C 0.107 -0.930 0.539  -0.281
N -0.483 0.065 -0.151  0.047
C -1.434 0.833 0.428  0.345
N -2.304 1.327 0.997  -0.471
H -0.725 1.175 -1.907  0.287
H 1.535 1.050 -2.490  0.247
H 1.982 0.413 -1.024  0.198
H -1.038 -0.764 2.215  0.217
H 0.181 -1.989 2.270  0.233
H 1.042 -1.308 0.162  0.407

Frontier orbital gap (spin up / spin down): 7.48 / 7.15 eV
Lowest unoccupied orbital energy (spin up / spin down): 0.84 / 0.85 eV
Net charge: 0



Model 3:
# C3H6N4

C3H6N4 in the gas phase (ωB97M-V with the def2-TZVPD basis set, OMol25).

Each line ends with the Mulliken charge.
CARTESIAN COORDINATES (ANGSTROEM)
N -2.286 0.337 0.180  -0.469
N -1.436 -0.833 -0.112  -0.644
C -0.205 -0.318 -0.141  0.371
N 0.075 0.952 -0.152  -0.086
C 1.545 0.993 0.007  -0.113
C 1.989 -0.256 0.265  -0.491
N 0.945 -1.052 -0.132  -0.190
H -3.092 0.429 -0.527  0.207
H -2.818 0.317 1.050  0.180
H -0.651 1.590 -0.132  0.292
H 1.807 2.147 -0.093  0.306
H 2.971 -0.731 0.178  0.295
H 0.724 -2.095 0.243  0.341

Frontier orbital gap: 8.41 eV
Lowest unoccupied orbital energy: 0.98 eV
Structure (SMILES): NN=c1[nH]cc[nH]1
Net charge: 0



Model 4:
# C3H6N4

C3H6N4 in the gas phase (ωB97M-V with the def2-TZVPD basis set, OMol25).

Each line ends with the Mulliken charge.
CARTESIAN COORDINATES (ANGSTROEM)
H -1.980 1.473 1.478  0.240
N -1.632 0.686 0.920  -0.541
C -0.543 0.217 1.347  -0.112
N -0.144 -1.505 1.162  -0.092
N 0.539 -1.768 0.229  -0.194
C 0.838 -0.314 -0.465  0.610
C -0.122 -0.128 -1.586  -0.996
N 1.976 0.146 -0.212  -0.574
H 2.038 0.791 0.577  0.258
H 0.059 0.624 2.176  0.426
H 0.298 -0.604 -2.477  0.329
H -0.230 0.942 -1.776  0.279
H -1.096 -0.562 -1.372  0.366

Frontier orbital gap: 7.47 eV
Lowest unoccupied orbital energy: -0.55 eV
Structure (SMILES): [H]/N=C/N=N\C(C)=N\[H]
Net charge: 0



Best to worst by energy: model 3, model 1, model 2, model 4.